[1]
Molecular formula: CH2I2S
Method: DFT, ωB97M-V with the def2-TZVPD basis set

LUMO level (spin up / spin down) ... -2.40 / -2.40 eV
Orbital gap (spin up / spin down) ... 5.84 / 5.84 eV
Highest occupied orbital energy (spin up / spin down) ... -8.242 / -8.242 eV
ΔE to the lowest compared entry with this formula, charge and spin ... 66.6 kcal per mole
Energy ... -28102.5757 eV

Positions of all 6 atoms, in Å:
1 C -1.2112 -0.1551 -0.1499
2 S 1.1742 1.0017 1.3477
3 I -0.2650 -1.1937 -1.6246
4 I 2.6878 0.0775 -0.1160
5 H -0.9684 -0.5385 0.7859
6 H -1.4174 0.8080 -0.2431



[2]
Molecular formula: C17H12ClN5O
Method: DFT, ωB97M-V with the def2-TZVPD basis set

LUMO level ... 0.56 eV
Orbital gap ... 9.28 eV
Highest occupied orbital energy ... -8.727 eV
ΔE to the lowest compared entry with this formula, charge and spin ... 55.6 kcal per mole
SMILES string ... Clc1ccccc1Cn1nc(-c2ncccn2)cc1-c1ccon1
Energy ... -39839.4090 eV

Positions of all 36 atoms, in Å:
1 Cl -1.5914 -2.6506 -1.2243
2 N 2.5195 1.6900 1.5606
3 N -1.2952 0.0394 -0.1391
4 N -3.0130 1.5878 -2.1962
5 N -1.8744 3.4765 -1.4113
6 O 3.4201 1.6092 2.7108
7 C 1.4377 1.0718 2.0685
8 C -1.2769 1.3685 -0.4103
9 C 2.8435 1.0882 3.7329
10 C 1.6307 0.6947 3.3670
11 C -0.3147 1.9813 0.3481
12 C 0.3070 0.9052 1.0858
13 C -2.0802 2.1590 -1.4410
14 C -3.6833 2.2613 -3.1724
15 C -2.7464 4.1274 -2.0630
16 C -3.7569 3.5830 -2.8408
17 C 2.2763 -4.1016 -1.3194
18 C 2.8016 -3.5042 -0.1850
19 C 0.9044 -3.8144 -1.6482
20 C 2.0499 -2.7427 0.6411
21 C 0.0768 -3.0983 -0.8072
22 C 0.6396 -2.5687 0.3559
23 N -0.3427 -0.2305 0.7646
24 C -0.1107 -1.6821 1.3322
25 H 3.2210 0.9919 4.7622
26 H 0.8413 0.3650 4.0082
27 H -0.0643 2.9669 0.1949
28 H -4.3824 1.7507 -3.8522
29 H -2.6368 5.2316 -1.9045
30 H -4.7661 3.9943 -3.0353
31 H 2.9604 -4.6077 -2.0071
32 H 3.8330 -3.5463 -0.1000
33 H 0.5591 -4.2430 -2.5747
34 H 2.4018 -2.3939 1.5971
35 H 0.3096 -1.6072 2.3318
36 H -1.0976 -2.1522 1.4700



[3]
Molecular formula: C9H19N2O2S
Method: DFT, ωB97M-V with the def2-TZVPD basis set

LUMO level ... -4.98 eV
Orbital gap ... 9.05 eV
Highest occupied orbital energy ... -14.039 eV
ΔE to the lowest compared entry with this formula, charge and spin ... 47.3 kcal per mole
Total charge ... +1
SMILES string ... CCC[N+]1=NCC[C@H]1S(=O)(=O)C(C)C
Energy ... -27541.0631 eV

Positions of all 33 atoms, in Å:
1 C -0.1688 -2.2834 -0.9923
2 C 1.0267 -2.8724 -0.0682
3 C -0.0707 -0.8493 -0.6885
4 C 3.9368 1.9346 0.5678
5 C -2.5405 1.4178 -1.2216
6 C -3.7308 0.9860 0.9274
7 C 3.0879 0.7112 0.0687
8 C 1.7095 0.4499 0.6638
9 C -2.9546 0.4391 -0.1970
10 N 1.7267 -1.8557 0.5571
11 N 1.2618 -0.7756 0.1751
12 O -0.7914 0.8006 1.2657
13 O -1.7076 -1.4299 1.1935
14 S -1.3912 -0.2120 0.5344
15 H -0.1357 -2.4172 -2.0531
16 H -1.1097 -2.6052 -0.5265
17 H 0.8748 -3.6864 0.6028
18 H 1.7464 -3.4750 -0.6405
19 H 0.1187 -0.3803 -1.6720
20 H 3.9342 1.9839 1.6482
21 H 4.9789 1.6704 0.2805
22 H 3.6563 2.8392 0.0000
23 H -1.8955 2.2009 -0.7589
24 H -1.9461 0.9296 -2.0572
25 H -3.5271 1.6508 -1.6537
26 H -3.7402 0.2052 1.6772
27 H -4.7724 0.8525 0.5872
28 H -3.4837 1.9860 1.1913
29 H 3.5654 -0.2727 0.0949
30 H 3.0178 0.8293 -0.9634
31 H 1.8943 0.3788 1.6809
32 H 1.0144 1.2860 0.3432
33 H -3.5846 -0.4367 -0.5670



[4]
Molecular formula: C4H11N2
Method: DFT, ωB97M-V with the def2-TZVPD basis set

LUMO level ... -3.40 eV
Orbital gap ... 9.57 eV
Highest occupied orbital energy ... -12.970 eV
ΔE to the lowest compared entry with this formula, charge and spin ... 29.7 kcal per mole
Total charge ... +1
SMILES string ... C=C(N)CC[NH3+]
Energy ... -7299.6606 eV

Positions of all 17 atoms, in Å:
1 C 0.6962 1.2298 0.7141
2 C 0.5595 -0.2951 0.9826
3 C 0.0825 -0.9465 -0.2864
4 C 0.8691 -1.6440 -1.0895
5 N -1.2661 -0.6256 -0.6492
6 N -0.5942 1.7577 0.1965
7 H 1.4858 1.3062 0.0008
8 H 0.9077 1.7126 1.6567
9 H 1.5835 -0.5886 1.1854
10 H -0.1891 -0.4160 1.7853
11 H 1.8565 -1.8828 -0.7738
12 H 0.4497 -2.0026 -2.0261
13 H -0.8736 1.1955 -0.5676
14 H -1.5877 -1.1430 -1.4508
15 H -1.8944 -0.7840 0.1260
16 H -0.5486 2.7298 -0.0773
17 H -1.3537 1.5575 0.8636